(1)
C24H19Cl2N5O9Pd | the ωB97M-V functional and the def2-TZVPD basis

Structure (XYZ):
```
60
C24H19Cl2N5O9Pd, DFT the ωB97M-V functional and the def2-TZVPD basis
Pd 3.2421 0.3365 -0.9142
Cl -0.9700 5.1550 -0.9288
Cl 3.4469 0.0159 -3.5004
O 1.1929 -4.3260 0.1062
O 3.5273 -0.1222 -4.9456
O 2.5590 -1.0258 -2.9854
O 4.6958 2.5174 -0.5301
O 2.8867 1.3323 -3.1972
O 4.7570 4.7246 -0.3311
O 1.0789 7.1122 -0.3378
O 4.7786 -0.1306 -2.9456
O 3.2729 6.6922 -0.4502
N 0.3796 -2.3174 0.8794
N -1.0494 -4.0665 0.2686
N 0.6231 2.9325 -0.7793
N 1.9164 2.5844 -0.6565
N 3.8557 -0.9085 0.6067
C -2.6867 -2.3083 0.8208
C 1.7519 4.8520 -0.5829
C 2.4196 0.5314 1.9577
C -2.6035 1.0487 -1.2172
C 0.1231 0.6030 -1.3431
C -4.3618 -4.2279 1.8967
C -4.7728 -2.8940 1.9243
C -1.7220 2.0863 -0.9322
C 2.6106 3.7013 -0.5558
C 1.3761 -0.3660 1.8606
C 0.5048 4.3022 -0.7526
C -0.3445 1.8791 -1.0179
C -2.2629 -3.6354 0.8254
C -2.1368 -0.2029 -1.5872
C 4.1259 3.5928 -0.4735
C 3.6267 0.2644 1.2811
C -3.9127 -1.9552 1.3754
C -0.7655 -0.4162 -1.6378
C -6.1099 -2.5048 2.5122
C 2.7523 -1.6915 0.3849
C -3.1375 -4.5914 1.3649
C 0.2794 -3.5797 0.4194
C 2.0406 6.3462 -0.4470
C 1.5318 -1.4790 1.0333
H 4.0883 5.5552 -0.3894
H -2.1000 -1.5350 0.3345
H -3.6699 1.2389 -1.1619
H -4.2111 -0.9094 1.3490
H -2.1209 3.0402 -0.6483
H -2.8315 -5.6341 1.3681
H 0.4419 -0.2006 2.3879
H -5.0110 -4.9967 2.3117
H 2.3259 1.4376 2.5428
H -2.8320 -1.0022 -1.8256
H -6.9354 -2.8130 1.8625
H -0.4721 -1.8745 1.1541
H -6.2622 -2.9817 3.4836
H 2.9169 -2.5918 -0.1777
H -0.9929 -5.0511 0.0930
H -0.3608 -1.3850 -1.9190
H -6.1811 -1.4243 2.6511
H 4.5009 0.8680 1.4762
H 1.1875 0.3983 -1.3609
```

## Properties
Energy above the lowest of the compared OMol25 structures with the same formula, charge and spin = 41.1 kcal per mole
2S+1 = 1
Net charge = -2
HOMO = -0.055 hartree

natural (NBO) atomic charge list, values in e, 5 entries: Pd 0.411; Cl 0.048; Cl 2.492; O -0.656; O -0.873

***

(2)
CHFNO3S | the ωB97M-V functional and the def2-TZVPD basis

Structure (XYZ):
```
8
CHFNO3S, DFT the ωB97M-V functional and the def2-TZVPD basis
S -0.8591 -0.5308 -0.0201
F -0.0948 2.0366 0.2566
O 0.0410 -1.7213 -0.0436
O -1.5062 -0.3438 -1.3034
O -1.6544 -0.3476 1.1441
N 1.6515 0.6255 -0.0364
C 0.4388 0.5978 0.0696
H 1.9831 -0.3164 -0.0669
```

## Properties
Energy above the lowest of the compared OMol25 structures with the same formula, charge and spin = 22.2 kcal per mole
2S+1 = 1
Structure (SMILES) = [H]/N=C(/F)S(=O)(=O)[O-]
Net charge = -1
HOMO = -0.207 hartree

natural (NBO) atomic charge list, values in e, 5 entries: S 2.372; F -0.448; O -1.032; O -0.977; O -0.966

***

(3)
C8H17BF7N5O12S | the ωB97M-V functional and the def2-TZVPD basis

Structure (XYZ):
```
51
C8H17BF7N5O12S, DFT the ωB97M-V functional and the def2-TZVPD basis
S 4.0051 1.0274 0.9752
F 5.2023 0.3339 4.1555
F 5.0486 -1.4454 1.0065
F 3.1323 -0.4373 3.5076
F 4.4014 -3.1217 3.2013
F 6.3236 -2.0870 4.0325
F 6.3457 0.1615 1.9165
F 4.3378 -2.1228 5.2023
O -6.1144 0.1782 -7.2029
O -0.6670 -4.7638 1.7445
O -2.1054 1.3370 -2.9106
O -5.4012 -4.7757 -1.1105
O 3.2291 7.0796 3.0801
O 4.7800 1.5456 -0.2144
O -4.5116 -2.8111 -1.3330
O 3.3717 5.2279 1.9630
O -4.0444 2.1899 -3.3778
O 2.6928 0.4103 0.5924
O 0.5519 -5.8067 3.2026
O -6.2531 -0.0529 -5.0514
N 0.3728 -4.9554 2.3527
N -4.5056 -3.9688 -0.9479
N -6.2903 0.6052 -6.0767
N -3.3146 1.2725 -3.0366
N 3.0426 6.3965 2.0930
C 4.9192 -2.0472 3.9130
C -6.5755 2.0559 -5.9308
C 5.0109 -0.3239 1.8414
C 4.5290 -0.6136 3.3345
C -3.3016 -4.4403 -0.2149
C 2.3532 7.0449 0.9472
C -3.9648 -0.0334 -2.7521
C 1.5257 -4.0745 2.0315
B 3.7766 2.5526 2.1038
H 2.3352 -4.7098 1.6755
H -6.5779 2.5132 -6.9179
H 2.2555 6.3206 0.1414
H 1.8051 -3.5529 2.9455
H -2.5900 -3.6208 -0.1446
H -3.6232 -4.7574 0.7757
H 1.3738 7.3701 1.2949
H -4.6742 0.1223 -1.9410
H 4.7767 3.1177 2.3984
H 2.7203 2.8752 2.5084
H -7.5517 2.1525 -5.4580
H -4.4693 -0.3539 -3.6629
H -2.8787 -5.2709 -0.7778
H -3.2007 -0.7507 -2.4623
H 1.2236 -3.3675 1.2616
H 2.9625 7.8912 0.6339
H -5.7902 2.4835 -5.3082
```

## Properties
2S+1 = 1
Structure (SMILES) = BS(=O)(=O)C(F)(F)C(F)(F)C(F)(F)F.C[N+](=O)[O-].C[N+](=O)[O-].C[N+](=O)[O-].C[N+](=O)[O-].C[N+](=O)[O-]
HOMO = -0.405 hartree

natural (NBO) atomic charge list, values in e, 5 entries: S 1.709; F -0.301; F -0.293; F -0.300; F -0.299

***

(4)
C2H5NO3 | the ωB97M-V functional and the def2-TZVPD basis

Structure (XYZ):
```
11
C2H5NO3, DFT the ωB97M-V functional and the def2-TZVPD basis
O -0.0260 0.2693 1.9488
O 1.3603 -0.7928 0.1580
O -0.2841 1.6126 -0.0203
N -0.6955 -0.1029 -1.5011
C -0.3197 0.3689 -0.3152
C -0.1014 -0.4970 0.9110
H -0.1233 1.4772 1.1643
H 1.9824 -0.2976 0.7091
H -0.6571 0.5168 -2.2961
H -0.5364 -1.0818 -1.6752
H -0.5991 -1.4727 0.9167
```

## Properties
Energy above the lowest of the compared OMol25 structures with the same formula, charge and spin = 41.2 kcal per mole
2S+1 = 1
HOMO = -0.366 hartree

natural (NBO) atomic charge list, values in e, 5 entries: O -0.741; O -0.829; O -0.630; N -0.762; C 0.675

***

(5)
C8H6N2O4Rh | the ωB97M-V functional and the def2-TZVPD basis

Structure (XYZ):
```
21
C8H6N2O4Rh, DFT the ωB97M-V functional and the def2-TZVPD basis
Rh -2.0948 0.8146 -0.1145
O -2.3665 -0.0763 2.7966
O -2.5388 -2.1160 -1.0009
O -4.6682 2.1883 -2.1948
O -1.1389 3.6077 0.8558
N 0.0771 0.1893 0.1595
N 2.0003 -0.8412 -0.1546
C -1.5379 2.6598 0.3430
C 3.0203 -1.7344 -0.7030
C -3.8595 1.7573 -1.5507
C -2.3685 0.2887 1.7010
C 2.1633 0.0126 0.9023
C 0.9623 0.6432 1.0892
C -2.4115 -0.9779 -0.8431
C 0.7192 -0.6916 -0.5632
H 3.8958 -1.1721 -1.0750
H 0.7249 1.3761 1.8262
H 0.3699 -1.2691 -1.3972
H 3.0933 0.0855 1.3991
H 2.5737 -2.3021 -1.5377
H 3.3847 -2.4426 0.0620
```

## Properties
2S+1 = 5
Net charge = +3
⟨S²⟩ = 6.02
HOMO (spin up / spin down) = -0.784 / -0.865 hartree

natural (NBO) atomic charge list, values in e, 5 entries: Rh 0.895; O -0.212; O -0.255; O -0.255; O -0.256

***

We obtain F_max values of 2.0; 5.9; 5.3; 2.2; 8.7 eV/Å for the records listed above, in that order.